# 1
97
Properties=species:S:1:pos:R:3:forces:R:3:mulliken_charge:R:1 method="wB97M-V/def2-TZVPD" charge=+1 relative_energy_kj_mol=1646.3 energy_ev=-224599.742 gap_ev=7.54
C -4.875 -1.312 -5.324 0.33 0.18 1.10 -0.6911
C -3.597 -0.261 -5.208 -1.63 3.06 -2.05 0.4625
N -3.783 0.993 -5.754 1.84 -5.44 2.78 -0.6721
C -2.174 -0.769 -4.499 -1.55 0.76 -1.48 -0.2070
N -2.532 -1.475 -3.210 -1.38 -3.48 6.08 0.5744
C -2.798 -0.797 -1.883 -0.64 -2.28 1.68 -0.2397
C -2.708 0.842 -1.615 3.39 -0.12 0.84 -0.2728
Br -4.409 1.905 -1.941 2.30 -1.49 0.44 -0.0627
C -1.423 1.441 -1.156 -2.42 -1.93 -1.07 0.3364
C -0.023 0.590 -0.916 0.34 -0.13 -0.20 -0.6976
Br -1.295 3.438 -0.770 -0.27 -2.73 -0.51 -0.1393
C -3.187 -1.942 -0.774 0.98 1.78 -2.16 0.2683
C -3.600 -1.667 0.805 -1.04 -0.21 1.93 0.1090
C -4.928 -2.368 1.432 3.55 3.61 2.63 -0.1814
C -5.133 -1.895 2.975 2.44 0.77 -2.61 -0.3893
C -4.085 -0.885 3.647 -0.26 -0.54 -0.66 -0.3281
N -2.835 -0.260 3.133 -5.23 -4.99 -4.21 -0.2092
C -2.695 -0.714 1.723 -0.48 -0.23 -0.29 0.4228
N -3.109 -3.323 -1.456 1.10 7.81 -2.95 0.5628
B -3.349 -4.713 -0.829 -1.55 -3.38 0.11 0.6295
O -4.612 -5.396 -1.276 2.95 3.49 -0.52 -0.5459
N -2.393 -5.395 0.132 0.02 2.43 -2.18 0.0162
C -1.508 -4.417 0.873 1.49 0.30 1.60 -0.4548
C -1.445 -6.348 -0.562 1.36 -1.21 -0.13 -0.8903
C -2.735 -2.935 -2.871 -0.80 0.07 0.45 -0.7058
S -2.579 -4.360 -4.077 -0.76 1.21 0.60 -0.1322
H -5.870 -0.758 -5.674 2.57 -1.13 0.63 0.3096
H -5.078 -1.729 -4.227 0.35 0.85 -2.25 0.0888
H -4.632 -2.247 -5.993 -0.39 2.01 1.16 0.2088
H -2.906 1.541 -5.608 -0.61 -0.33 -0.08 0.3223
H -1.675 -1.485 -5.279 -0.72 1.23 1.91 0.3444
H -1.568 0.204 -4.263 -0.85 -2.05 -0.29 0.0478
H 0.012 -0.413 -1.541 -0.44 2.12 1.20 0.1981
H 0.149 0.282 0.211 -0.61 0.83 -2.14 0.1961
H 0.943 1.200 -1.239 -2.41 -0.97 0.60 0.1551
H -5.604 -3.084 0.801 1.33 1.54 1.54 0.3639
H -6.068 -2.275 3.587 2.26 0.97 -1.36 0.3245
H -4.341 -0.565 4.771 0.64 -0.85 -2.79 0.2932
H -1.738 -0.254 1.172 -2.35 -1.21 1.34 -0.3662
H -5.004 -4.814 -2.018 0.71 -1.45 1.74 0.2961
H -2.002 -3.967 1.856 0.86 -0.96 -2.36 -0.1033
H -0.559 -5.028 1.261 -2.17 1.35 -0.74 0.3817
H -1.057 -3.559 0.191 -1.00 -1.61 1.25 0.2598
H -1.082 -7.157 0.233 -0.92 1.64 -1.78 0.2974
H -0.454 -5.767 -0.882 -2.12 -1.16 0.43 0.2754
H -1.883 -6.884 -1.505 0.61 1.04 1.93 0.2859
H -3.903 -4.683 -4.508 1.32 0.96 0.87 0.1864
C -3.710 -3.476 6.874 -0.75 0.66 0.60 -0.3486
C -3.058 -4.720 7.384 -0.05 -0.43 1.14 -0.3466
O -2.610 -5.359 6.204 0.13 0.65 -1.03 -0.3096
C -2.473 -4.389 5.254 1.05 -0.52 -1.97 0.5139
O -1.945 -4.558 4.168 -1.18 0.43 2.30 -0.5018
O -3.003 -3.204 5.678 0.54 -0.68 -0.52 -0.1744
H -3.621 -2.641 7.575 0.04 -0.05 -0.26 0.3033
H -4.768 -3.626 6.633 0.08 -0.02 0.01 0.2742
H -2.194 -4.507 8.022 -0.08 -0.01 -0.07 0.2655
H -3.755 -5.360 7.932 0.20 -0.02 -0.20 0.3010
C 0.227 2.989 3.356 -0.73 0.94 0.14 -0.2234
C -0.189 1.584 3.646 -1.17 -0.14 0.49 -0.0165
O 0.791 0.810 2.980 1.07 0.36 -0.43 -0.3150
C 1.900 1.597 2.856 1.93 -0.67 -0.59 0.6476
O 2.990 1.196 2.482 -2.20 0.88 0.70 -0.5659
O 1.631 2.888 3.205 0.63 -1.01 -0.27 -0.2985
H -0.027 3.675 4.170 0.22 -0.06 -0.16 0.3204
H -0.202 3.369 2.423 0.04 -0.04 0.05 0.1324
H -0.157 1.350 4.715 0.01 0.00 -0.11 0.2490
H -1.187 1.358 3.262 0.32 -0.11 0.11 0.1442
C 5.817 3.058 3.482 -0.69 -0.97 0.34 -0.0033
C 6.061 3.575 2.102 -0.37 -0.45 -0.95 -0.3153
O 6.528 4.892 2.325 0.31 0.24 0.69 -0.2984
C 7.046 4.921 3.588 1.50 2.04 1.27 0.5816
O 7.687 5.850 4.049 -1.52 -2.17 -1.14 -0.5490
O 6.753 3.774 4.267 0.42 0.89 -0.43 -0.3258
H 5.989 1.981 3.560 0.02 0.24 0.13 0.3017
H 4.808 3.285 3.842 0.08 -0.04 -0.09 0.1250
H 6.836 3.010 1.574 -0.02 0.01 0.07 0.2212
H 5.152 3.584 1.494 0.16 0.13 0.09 0.2561
C 2.737 3.373 -3.338 0.99 0.20 0.73 -0.2717
C 2.835 3.975 -4.702 1.07 0.70 -0.47 -0.2759
O 1.823 3.302 -5.428 -1.49 -0.80 0.81 -0.3321
C 0.912 2.854 -4.516 -1.28 -0.44 -0.85 0.4619
O -0.174 2.379 -4.804 1.79 0.61 0.67 -0.5347
O 1.373 3.007 -3.241 -0.91 -0.32 -0.83 -0.0788
H 3.006 4.081 -2.550 -0.19 -0.20 -0.07 0.3538
H 3.352 2.473 -3.233 -0.03 0.06 -0.02 0.2446
H 2.616 5.048 -4.702 -0.04 -0.09 0.03 0.2148
H 3.814 3.812 -5.160 -0.63 0.05 0.07 0.3312
C 7.036 4.044 -2.005 0.12 -0.20 1.26 -0.1642
C 8.191 4.468 -2.852 1.11 0.36 0.44 -0.4098
O 7.760 4.166 -4.165 -1.37 -0.16 -0.28 -0.3260
C 6.395 4.153 -4.141 -0.74 -0.06 -1.86 0.6179
O 5.689 4.093 -5.134 1.90 0.14 2.09 -0.6017
O 5.923 4.216 -2.862 -0.07 0.02 -1.12 -0.2455
H 6.932 4.658 -1.106 -0.15 -0.07 -0.19 0.2175
H 7.097 2.991 -1.711 -0.01 0.07 -0.06 0.2285
H 8.388 5.543 -2.783 -0.04 -0.11 -0.01 0.2944
H 9.108 3.923 -2.610 -0.16 0.08 -0.23 0.3019


# 2
23
Properties=species:S:1:pos:R:3:forces:R:3:mulliken_charge:R:1 method="wB97M-V/def2-TZVPD" relative_energy_kj_mol=78.4 energy_ev=-9539.017 gap_ev=11.61 smiles=CCCCC.O.O
C -0.345 -0.100 -3.175 -0.64 0.99 0.09 -1.1014
C -1.713 0.439 -2.647 1.17 -1.24 0.90 -0.4855
C -1.950 0.102 -1.145 -0.39 0.21 -0.58 -0.7596
C -0.788 0.420 -0.175 -1.65 -0.44 -0.65 -0.2945
C -0.439 1.871 -0.122 0.33 1.86 0.44 -1.2308
H -0.078 0.611 -3.960 0.39 -0.57 -0.33 0.2803
H 0.431 -0.054 -2.425 0.24 0.20 0.22 0.2970
H -0.368 -1.137 -3.515 -0.24 0.22 -0.21 0.3425
H -1.755 1.529 -2.722 0.00 -0.18 -0.34 0.3270
H -2.458 -0.039 -3.285 -0.38 0.43 0.21 0.3595
H -2.172 -0.960 -0.972 -0.15 0.17 -0.37 0.3095
H -2.849 0.681 -0.884 0.15 -0.25 0.35 0.3688
H -0.018 -0.292 -0.456 0.53 0.26 0.49 0.3632
H -1.240 0.163 0.790 0.65 -0.22 0.09 0.2694
H -1.314 2.451 0.217 0.07 -0.28 -0.10 0.3152
H -0.103 2.417 -1.008 -0.15 -0.69 -0.48 0.3001
H 0.339 2.145 0.593 0.06 -0.45 0.27 0.3392
O 1.198 -5.699 4.191 0.72 -0.05 0.50 -0.6357
H 2.105 -5.587 3.875 -0.19 -0.04 0.14 0.3208
H 0.665 -5.582 3.417 -0.53 0.09 -0.65 0.3148
O 4.383 2.121 4.854 -0.14 0.18 -0.72 -0.6404
H 4.914 2.563 4.172 -0.05 -0.15 0.39 0.3209
H 3.556 1.940 4.382 0.19 -0.03 0.32 0.3194


# 3
72
Properties=species:S:1:pos:R:3:forces:R:3:mulliken_charge:R:1 method="wB97M-V/def2-TZVPD" relative_energy_kj_mol=101.8 energy_ev=-43583.582 gap_ev=9.70 smiles="NC(N)=O.NC(N)=O.NC(N)=O.CO.CO.CO.CO.CO.CO.CO.CO"
N 1.787 -1.576 3.993 0.18 0.35 -0.50 -0.2192
C 0.496 -1.918 3.882 -1.24 -1.23 -0.15 0.5083
N -0.062 -2.527 4.982 0.69 0.53 -0.19 -0.4380
O -0.102 -1.796 2.813 0.01 0.10 0.49 -0.6355
H 2.192 -1.421 3.077 0.52 0.24 0.38 0.1179
H 2.321 -1.716 4.826 0.27 -0.02 -0.04 0.1748
H -1.033 -2.760 5.045 -0.09 0.12 -0.22 0.2280
H 0.513 -2.581 5.800 -0.25 -0.14 0.30 0.1446
N 2.288 5.173 0.617 0.64 -0.41 -0.09 -0.4208
C 1.684 4.272 -0.205 -1.39 -1.01 1.52 0.5709
N 0.724 4.732 -1.031 0.66 -0.19 -0.36 -0.2843
O 1.796 3.048 0.013 0.63 1.27 -0.36 -0.7404
H 2.399 6.150 0.435 -0.17 0.10 -0.03 0.1613
H 2.750 4.751 1.403 0.35 0.20 -0.16 0.2219
H 0.763 5.670 -1.378 -0.50 0.02 -0.11 0.1555
H 0.062 4.028 -1.324 0.05 0.31 -0.46 0.1800
N -1.121 -0.785 0.377 -0.53 1.38 -0.98 0.1339
C -0.588 0.445 0.100 0.61 -0.89 1.48 0.2590
N 0.682 0.601 0.563 0.32 1.12 -0.53 0.1314
O -1.184 1.360 -0.495 0.17 -0.61 -0.46 -0.9296
H -2.107 -0.851 0.117 0.44 -0.27 0.45 0.1740
H -0.767 -1.242 1.205 -0.09 -0.23 0.04 0.3195
H 1.120 1.517 0.404 -0.38 -0.40 0.11 0.3397
H 1.086 0.034 1.286 -0.44 -0.34 0.03 0.1434
C 0.232 -2.189 -2.478 0.54 -0.69 -0.45 0.0015
O 0.749 -3.517 -2.620 -0.01 -0.24 -0.01 -0.5909
H -0.594 -2.179 -1.768 0.12 0.37 0.07 -0.0289
H 1.113 -1.640 -2.145 -0.41 0.38 0.28 -0.0447
H -0.062 -1.784 -3.452 -0.15 0.08 0.12 0.3505
H 0.062 -4.113 -2.931 -0.07 0.11 -0.02 0.2898
C 1.793 1.551 -2.978 -0.60 0.86 0.61 -0.0410
O 3.068 1.749 -2.397 0.46 -0.34 -0.29 -0.6026
H 1.691 0.560 -3.412 0.25 -0.02 -0.03 0.2623
H 1.025 1.681 -2.208 -0.08 -0.30 -0.10 -0.2968
H 1.569 2.320 -3.727 0.14 -0.21 -0.20 0.2928
H 2.980 2.346 -1.648 -0.24 -0.09 0.10 0.3306
C -2.827 4.161 -1.265 -0.46 -0.43 -0.75 -0.5198
O -2.480 3.640 -0.009 0.49 0.02 -0.09 -0.5976
H -2.013 4.323 -1.983 0.37 -0.04 0.31 0.1544
H -3.492 3.467 -1.796 -0.17 0.07 -0.01 0.1564
H -3.349 5.114 -1.189 0.00 -0.02 0.43 0.3257
H -2.002 2.785 -0.149 -0.39 0.65 0.18 0.5492
C -2.694 0.930 -3.649 0.34 0.56 0.30 -0.6095
O -1.519 1.574 -3.184 0.11 -0.30 0.24 -0.4257
H -3.461 0.935 -2.869 -0.21 0.13 -0.18 0.2068
H -2.991 1.519 -4.517 -0.45 -0.27 -0.03 0.3046
H -2.549 -0.114 -3.948 0.26 0.00 -0.06 0.1805
H -1.443 1.469 -2.211 -0.01 -0.14 -0.42 0.3362
C -2.010 -4.236 0.953 0.52 0.41 0.49 -0.3255
O -2.520 -5.503 1.359 -0.17 0.16 -0.62 -0.5654
H -1.913 -4.065 -0.123 -0.14 -0.44 -0.08 0.1696
H -2.655 -3.436 1.314 -0.13 -0.20 0.16 0.1574
H -1.025 -4.098 1.407 0.03 0.20 -0.10 0.2385
H -2.179 -6.144 0.729 -0.06 -0.13 0.16 0.3112
C 3.714 0.972 3.060 -0.14 0.55 0.92 -0.0493
O 5.086 0.816 3.453 -0.30 -0.64 -0.66 -0.5508
H 3.620 1.983 2.673 -0.16 0.06 -0.06 0.1227
H 3.283 0.275 2.341 0.79 -0.03 -0.15 -0.1356
H 3.114 0.871 3.966 -0.25 0.26 -0.01 0.3119
H 5.314 -0.106 3.292 0.19 0.11 0.03 0.3189
C -4.267 -1.814 -1.516 -0.40 0.47 -0.72 -0.6477
O -3.695 -1.527 -0.250 -1.21 -0.07 -0.04 -0.4586
H -4.888 -2.716 -1.491 0.55 -0.25 -0.12 0.3194
H -4.955 -1.028 -1.861 0.18 0.15 0.26 0.3105
H -3.465 -1.818 -2.254 -0.05 -0.51 0.10 0.1615
H -4.472 -1.371 0.302 0.46 0.11 0.40 0.2169
C 2.562 -2.723 0.855 0.46 -0.37 0.50 -0.5940
O 2.882 -1.337 0.984 -0.26 -0.33 0.02 -0.6056
H 3.412 -3.271 0.441 -0.21 0.10 -0.54 0.3048
H 2.454 -3.164 1.850 -0.27 0.23 0.04 0.2720
H 1.634 -2.868 0.307 0.09 -0.16 -0.16 0.1705
H 2.465 -0.887 0.239 0.19 0.17 0.00 0.2663


# 4
59
Properties=species:S:1:pos:R:3:forces:R:3:mulliken_spin:R:1 method="wB97M-V/def2-TZVPD" charge=+2 multiplicity=4 energy_ev=-62435.531 gap_ev="5.65 / 7.12" s_squared=4.031
C -2.704 -0.628 -0.046 -0.49 0.18 -0.53 -0.0633
H -3.574 -0.432 0.595 0.47 0.31 0.11 0.0019
H -2.850 -0.030 -0.960 0.16 -0.04 0.28 0.0118
H -1.798 -0.265 0.529 -0.71 -0.17 0.19 0.0673
C -2.668 -2.113 -0.360 0.31 -0.61 -0.02 -0.0127
H -1.836 -2.340 -1.039 -0.01 0.00 -0.04 0.0045
H -2.461 -2.663 0.561 0.02 -0.02 0.01 0.0008
C -3.971 -2.658 -0.968 0.01 0.22 -0.14 0.0013
H -3.855 -3.718 -1.229 0.00 0.31 0.11 0.0002
H -4.809 -2.578 -0.265 0.20 0.03 -0.10 0.0001
H -4.250 -2.117 -1.885 0.11 -0.14 0.25 -0.0003
C 1.910 0.886 -0.828 -0.16 0.38 -0.32 -0.1858
C 1.431 -0.175 -1.661 0.24 0.53 -0.88 -0.0582
C 0.203 0.248 -2.281 0.30 0.68 -0.14 -0.2346
C -0.108 1.562 -1.784 0.65 -0.29 -0.73 -0.0500
C 0.943 1.947 -0.873 0.47 -0.06 -0.63 -0.1339
C 1.081 3.272 -0.206 -0.23 0.01 0.40 0.0073
C -1.262 2.400 -2.220 -0.46 0.08 0.35 0.0320
C -0.565 -0.483 -3.332 -0.33 -0.48 0.01 0.0361
C 2.174 -1.434 -1.962 -0.22 -0.32 0.40 0.0014
C 3.245 0.935 -0.150 -0.01 -0.22 0.50 0.0085
Cr -0.054 0.192 -0.142 -0.26 -0.36 1.78 3.7142
H -1.468 3.193 -1.491 0.00 -0.14 -0.22 -0.0072
H -1.073 2.883 -3.189 0.12 -0.18 0.20 -0.0085
H -2.176 1.800 -2.327 0.22 0.16 -0.06 -0.0027
H 0.121 3.796 -0.192 0.28 0.03 0.03 -0.0041
H 1.433 3.168 0.830 -0.03 0.07 -0.28 0.0009
H 1.812 3.889 -0.747 -0.16 -0.12 0.06 -0.0094
H 3.597 -0.074 0.103 -0.05 0.28 -0.07 -0.0021
H 4.016 1.395 -0.790 -0.40 -0.12 0.03 -0.0073
H 3.202 1.526 0.773 0.04 -0.10 -0.23 -0.0004
H 1.505 -2.181 -2.398 0.24 0.05 0.01 -0.0025
H 2.997 -1.243 -2.665 -0.21 0.04 0.13 -0.0082
H 2.608 -1.856 -1.047 0.01 0.02 -0.24 -0.0083
H -1.647 -0.432 -3.149 0.20 0.02 -0.09 -0.0017
H -0.388 -0.067 -4.334 0.06 0.04 0.32 -0.0039
H -0.285 -1.543 -3.367 -0.10 0.28 -0.02 -0.0006
C 0.204 0.394 5.458 -0.05 -0.14 -0.29 -0.0001
N -0.630 -0.561 4.696 0.30 -0.14 0.17 0.0020
C 0.069 -1.864 4.608 0.19 0.34 0.00 0.0021
N 1.432 -1.750 4.038 -0.05 0.09 0.22 -0.0003
C 2.208 -0.766 4.825 -0.28 -0.07 -0.23 0.0005
N 1.554 0.559 4.879 -0.30 -0.34 -0.51 -0.0037
C 1.510 1.199 3.551 0.30 0.36 0.52 -0.0018
P 0.521 0.167 2.354 -0.07 -0.06 -0.69 -0.0940
C -1.004 -0.059 3.385 -0.05 -0.15 0.19 0.0021
C 1.420 -1.443 2.616 -0.19 -0.11 0.24 0.0025
H 0.310 -0.012 6.478 -0.02 0.33 -0.37 -0.0002
H -0.295 1.376 5.476 0.13 -0.37 0.15 0.0001
H -0.526 -2.553 3.988 0.19 0.16 0.31 -0.0006
H 0.173 -2.261 5.630 -0.12 0.06 -0.42 0.0001
H 3.207 -0.653 4.376 -0.27 -0.11 0.27 0.0000
H 2.280 -1.167 5.850 0.12 0.30 -0.41 -0.0003
H 1.064 2.201 3.642 0.01 -0.28 -0.03 -0.0006
H 2.537 1.341 3.185 -0.26 -0.14 0.02 -0.0011
H -1.699 -0.764 2.903 0.18 0.18 0.10 -0.0019
H -1.513 0.916 3.468 0.14 -0.31 0.02 0.0026
H 2.449 -1.346 2.230 -0.33 -0.04 0.14 0.0029
H 0.915 -2.246 2.057 0.16 0.11 0.17 0.0073